Here is the ion C2H8IN2 with charge +1 in a non-equilibrium geometry from the OMol25 dataset. Energies are from ωB97M-V with the def2-TZVPD basis set.

Computed properties:
Maximum force in Eh/bohr: 0.0711
SMILES: C[NH2+][C@@H](N)I
Net charge: +1
Orbital gap in eV: 9.4
M in g mol⁻¹: 187.0
Energy above the lowest of the compared OMol25 structures with the same formula, charge and spin in eV: 1.524

Last column: natural (NBO) charge in e.
Positions of all 13 atoms, in Å:
C: -1.41697 0.86668 0.06765  -0.441
C: 0.75130 -0.41388 0.29330  0.074
N: 0.34858 -1.59720 -0.24163  -0.836
N: 0.01742 0.82047 -0.30897  -0.533
I: 3.02577 0.11609 -0.04486  0.052
H: -1.77060 -0.28106 -0.07988  0.259
H: -1.51981 0.99999 1.11701  0.235
H: -1.80189 1.66310 -0.60770  0.251
H: 0.49298 -0.33341 1.40109  0.237
H: 0.79938 -2.16066 -0.90279  0.422
H: 0.53235 -2.22601 0.55032  0.405
H: 0.42888 1.69725 0.03756  0.445
H: 0.11261 0.84864 -1.28113  0.430

Force components x, y, z for each atom (eV/Å):
C -0.71 -3.11 -1.79
C 1.66 2.75 0.52
N -0.98 -1.50 2.92
N 0.56 -0.15 2.65
I -1.69 -0.31 0.36
H 0.21 3.04 -0.28
H 0.00 0.80 0.75
H -0.65 -0.89 0.88
H 0.74 -0.19 -1.52
H 1.17 0.42 -2.32
H -1.05 -0.16 -0.02
H 0.45 -0.48 -0.06
H 0.30 -0.21 -2.11

Here is a cluster of 9 separate species, C5H30N2O8S in total in a non-equilibrium geometry from the OMol25 dataset. Energies are from ωB97M-V with the def2-TZVPD basis set.

Computed properties:
Maximum force in Eh/bohr: 0.2043
SMILES: C[C@H](CCS)NCN.O.O.O.O.O.O.O.O
Orbital gap in eV: 9.2
M in g mol⁻¹: 278.4
Energy above the lowest of the compared OMol25 structures with the same formula, charge and spin in eV: 5.485

Last column: natural (NBO) charge in e.
Positions of all 46 atoms, in Å:
C: 0.04995 -1.47377 -1.16496  -0.618
C: 0.19380 -0.24264 -0.21802  -0.040
C: 1.58897 -0.40660 0.32771  -0.408
C: 2.17058 0.82498 1.10355  -0.534
S: 3.94076 0.64528 1.24387  -0.046
N: -0.94098 -0.42612 0.66119  -0.678
C: -2.02809 0.51283 0.47447  -0.039
N: -1.58003 1.99420 0.85483  -0.938
H: -0.85403 -2.04401 -0.63101  0.163
H: 0.91996 -1.98933 -1.56705  0.227
H: -0.05692 -0.86564 -2.08289  0.234
H: 0.11745 0.65738 -0.86831  0.156
H: 1.62412 -1.26095 0.95829  0.234
H: 2.18301 -0.48395 -0.56935  0.208
H: 1.79319 1.02343 2.08344  0.234
H: 1.92100 1.73402 0.49641  0.180
H: 4.07381 0.57412 2.65927  0.142
H: -0.67552 -0.28621 1.71441  0.396
H: -2.31172 0.59521 -0.54956  0.177
H: -2.87998 0.22549 1.10720  0.175
H: -2.42695 2.56793 0.88437  0.390
H: -0.90451 1.92577 1.55704  0.368
H: 2.92640 -3.91121 -0.99903  0.476
H: 3.33290 -2.85486 0.07401  0.491
O: 2.73051 -3.61487 -0.14514  -0.961
H: -0.78394 -0.98047 3.93471  0.480
H: 0.67736 -1.50654 3.69302  0.492
O: 0.11479 -0.71872 3.70843  -0.958
H: 1.39955 4.22525 -1.70108  0.461
H: 1.26636 3.24345 -0.49554  0.458
O: 1.51225 4.19706 -0.85627  -0.920
H: -2.17526 -2.49646 -0.51103  0.462
H: -2.98095 -2.89543 0.77450  0.474
O: -2.88319 -3.14654 -0.20958  -0.939
H: -3.05276 0.16901 -3.65676  0.460
H: -3.44959 -1.11064 -3.08629  0.472
O: -2.68287 -0.67222 -3.47099  -0.930
H: -1.49813 3.88959 -0.87046  0.457
H: -0.79834 4.64839 0.07344  0.475
O: -1.60370 4.73290 -0.48245  -0.933
H: 0.97242 -3.86749 0.98295  0.495
H: -0.32518 -3.21761 0.43268  0.473
O: 0.18315 -3.33941 1.24822  -0.970
H: 0.36199 1.80205 -1.54827  0.447
H: 0.04041 1.79145 -2.98371  0.475
O: 0.79800 1.83188 -2.38027  -0.921

Force components x, y, z for each atom (eV/Å):
C -1.44 1.29 -0.99
C 0.45 -1.80 -0.65
C -0.11 2.75 1.20
C -0.82 0.10 -1.52
S 1.07 -0.04 1.71
N -0.40 1.96 3.95
C 1.20 2.14 1.34
N -1.95 -2.65 -3.26
H 2.62 1.14 -2.55
H 0.25 -0.76 1.36
H -1.80 -1.13 -0.39
H -0.23 -1.19 1.46
H 0.19 -0.99 0.24
H 0.57 -0.38 -0.06
H -0.59 -0.25 0.58
H 0.52 -0.58 0.48
H -0.32 0.11 -1.81
H -0.15 -0.73 -2.42
H -0.36 -0.32 -0.84
H 0.24 -0.03 -0.25
H 1.00 0.12 0.89
H 0.40 0.56 1.79
H 0.66 -0.55 -1.97
H -0.86 -1.15 -0.52
O 0.31 1.61 2.49
H 0.26 -0.35 0.07
H -0.52 0.03 -0.05
O 0.20 0.33 -0.08
H -1.22 -0.28 -8.24
H 0.92 3.32 -1.63
O 0.40 -2.81 10.11
H -1.78 -1.18 0.48
H 0.24 -0.64 -2.30
O 0.91 1.72 1.81
H -0.28 1.47 -0.52
H 0.17 -0.47 0.11
O 0.09 -0.97 0.44
H -0.45 -1.62 -1.12
H -0.53 0.86 -0.17
O 0.93 0.92 1.23
H -0.76 0.66 0.05
H 0.35 -0.29 0.44
O 0.57 -0.63 0.01
H -0.44 0.42 1.05
H 0.37 0.00 -0.18
O 0.11 0.27 -1.77

Here is a structure of composition C4H4LuO2 in a non-equilibrium geometry from the OMol25 dataset. Energies are from ωB97M-V with the def2-TZVPD basis set.

Computed properties:
2S+1: 2
Maximum force in Eh/bohr: 0.0833
Net charge: +2
Orbital gap (alpha / beta) in eV: 3.3 / 2.4
M in g mol⁻¹: 259.0
Energy above the lowest of the compared OMol25 structures with the same formula, charge and spin in eV: 3.473

Last column: natural (NBO) charge in e.
Positions of all 11 atoms, in Å:
O: 3.30435 1.07958 1.40705  -0.438
C: 2.13411 1.26580 1.81608  0.246
C: 1.54280 0.32059 1.00865  -0.169
H: 1.79673 2.05207 2.50569  0.189
H: 1.53923 -0.72148 1.35826  0.182
C: -1.83893 0.34779 -0.57180  -0.591
C: -1.68019 -0.66583 -1.37089  0.764
O: -1.45713 -1.63289 -2.00275  -0.762
Lu: -1.36778 -3.63461 -3.45913  1.919
H: -1.16249 1.20522 -0.63334  0.338
H: -2.81068 0.38377 -0.05783  0.323

Force components x, y, z for each atom (eV/Å):
O -1.22 -0.20 0.02
C 0.74 0.32 0.23
C -0.01 -0.31 -0.27
H 0.14 -0.20 -0.13
H 0.24 0.36 0.14
C -0.55 -0.75 -1.06
C -0.01 2.63 2.04
O 0.27 -3.51 -2.44
Lu -0.03 1.81 1.27
H -0.06 -0.29 0.19
H 0.48 0.13 0.02

Here is a cluster of 2 separate species, CH2FN2O2 in total in a non-equilibrium geometry from the OMol25 dataset. Energies are from ωB97M-V with the def2-TZVPD basis set.

Computed properties:
Maximum force in Eh/bohr: 0.0482
Net charge: -1
Orbital gap in eV: 9.5
M in g mol⁻¹: 93.0
Energy above the lowest of the compared OMol25 structures with the same formula, charge and spin in eV: 0.528

Last column: natural (NBO) charge in e.
Positions of all 8 atoms, in Å:
C: -1.51159 -0.61593 0.93813  1.009
N: 0.91673 0.51592 -0.38505  -0.313
N: 1.12382 -0.54739 -0.95092  -0.310
O: -0.61503 -1.24755 1.44536  -0.759
O: -2.05562 -0.63335 -0.14514  -0.722
F: -2.01884 0.55314 1.77315  -0.516
H: 0.48203 0.42874 0.55432  0.320
H: 1.26405 -1.41234 -0.33392  0.291

Force components x, y, z for each atom (eV/Å):
C -0.87 0.91 -1.02
N -1.54 0.50 -0.31
N 2.29 -0.95 -0.12
O 0.66 -0.20 1.26
O -0.49 0.05 0.05
F 0.52 -0.90 -0.15
H 1.03 -0.43 0.36
H -1.59 1.02 -0.06

Here is the molecule C5H14N2O in a non-equilibrium geometry from the OMol25 dataset. Energies are from ωB97M-V with the def2-TZVPD basis set.

Computed properties:
Maximum force in Eh/bohr: 0.0768
SMILES: CNC[C@H](C)NCO
Orbital gap in eV: 9.4
M in g mol⁻¹: 118.2
Energy above the lowest of the compared OMol25 structures with the same formula, charge and spin in eV: 3.415

Last column: natural (NBO) charge in e.
Positions of all 22 atoms, in Å:
C: 1.29613 -0.05389 -0.22688  -0.243
N: 1.31781 1.44760 -0.39437  -0.642
C: 1.68389 1.76475 -1.75460  -0.423
C: 0.08272 -0.28364 0.73860  -0.042
C: 0.35966 -1.18702 1.96473  -0.631
N: -0.93997 -0.93995 -0.11804  -0.665
C: -2.17534 -0.36747 -0.53575  0.094
O: -3.11442 -0.99185 0.44816  -0.793
H: 2.22314 -0.32413 0.23703  0.174
H: 0.98436 -0.56609 -1.11536  0.222
H: 1.87464 1.76977 0.39310  0.365
H: 1.50699 2.86561 -1.94220  0.189
H: 1.10190 1.26634 -2.54755  0.201
H: 2.72504 1.74275 -2.08120  0.167
H: -0.40381 0.62724 1.18533  0.207
H: -0.47046 -1.05791 2.67292  0.220
H: 0.53470 -2.25647 1.77258  0.205
H: 1.22214 -0.90471 2.61734  0.207
H: -0.99696 -1.93789 -0.01850  0.380
H: -2.63437 -0.80775 -1.43244  0.171
H: -2.23831 0.69884 -0.46174  0.178
H: -3.93944 -0.50413 0.59884  0.459

Force components x, y, z for each atom (eV/Å):
C -1.69 2.67 2.38
N -0.32 -2.23 -0.99
C 0.37 3.18 -0.85
C -0.82 -1.43 0.11
C 0.37 0.24 1.09
N 0.13 0.92 -0.99
C -0.97 -2.66 2.15
O -0.71 0.67 0.54
H 0.65 -0.85 -0.09
H 0.64 -0.08 -0.51
H 0.24 0.63 -0.89
H -0.27 -0.86 0.27
H -0.05 -0.19 0.86
H 0.49 -0.84 0.38
H 0.96 -0.39 -0.91
H -0.11 -0.48 -0.39
H -0.33 0.30 -0.32
H -0.23 0.26 -0.93
H -0.09 -0.08 0.08
H 1.06 0.62 -0.47
H 0.37 0.59 -0.19
H 0.32 0.02 -0.34

Here is the molecule C22H33Cl2N3O4 in a non-equilibrium geometry from the OMol25 dataset. Energies are from ωB97M-V with the def2-TZVPD basis set.

Computed properties:
Maximum force in Eh/bohr: 0.3437
SMILES: CCOC(=O)[C@@H](NC(=O)[C@H](Cc1ccc(N(CCCl)CCCl)cc1)NC(C)=O)C(C)C
Orbital gap in eV: 8.0
M in g mol⁻¹: 474.4
Energy above the lowest of the compared OMol25 structures with the same formula, charge and spin in eV: 20.285

Last column: natural (NBO) charge in e.
Positions of all 64 atoms, in Å:
C: -0.38635 -5.17316 -0.74418  -0.643
C: 0.38929 -3.81826 -0.82420  -0.030
H: 0.34915 -3.26756 -1.84460  0.165
H: 1.32855 -3.91704 -0.51581  0.173
O: -0.35882 -3.09823 -0.03730  -0.546
C: -1.54517 -2.38699 -0.22252  0.821
O: -2.07995 -2.52771 -1.19869  -0.566
C: -2.07849 -1.38820 0.70332  -0.162
N: -2.49738 -0.12615 0.13163  -0.610
C: -1.81307 0.96877 0.53509  0.750
O: -1.10258 1.33343 1.46200  -0.619
C: -2.38970 2.29837 -0.41685  -0.165
N: -1.78086 3.21056 0.22320  -0.664
C: -2.31745 4.70261 0.16638  0.671
O: -3.25083 4.79061 -0.78721  -0.632
C: -1.77000 5.67060 1.09225  -0.740
H: -0.59610 5.59027 0.81745  0.248
H: -1.88076 5.43486 2.10427  0.254
H: -2.05293 6.76478 0.66312  0.271
H: -1.11296 3.27685 1.14601  0.450
H: -3.42507 2.25638 -0.47749  0.210
C: -1.81462 2.14925 -1.58583  -0.370
C: -0.25326 1.78584 -1.61188  -0.117
C: 0.66296 2.65053 -1.15176  -0.134
C: 2.04056 2.40097 -1.39191  -0.300
C: 2.53787 0.92439 -1.32363  0.261
C: 1.48475 -0.20711 -1.69322  -0.309
C: 0.19512 0.52181 -1.89519  -0.130
H: -0.64739 -0.42168 -2.04362  0.188
H: 1.75528 -1.09937 -1.77537  0.168
N: 3.79361 0.64739 -1.19892  -0.437
C: 4.17567 -0.83370 -1.55311  -0.164
H: 3.76413 -1.09701 -2.33616  0.174
C: 3.86272 -1.96364 -0.35321  -0.439
H: 3.81121 -2.90851 -0.74416  0.215
H: 2.98850 -1.39252 0.20514  0.247
Cl: 5.17704 -1.86913 0.75864  -0.034
H: 5.28528 -0.78232 -1.33305  0.218
C: 4.66283 1.42758 -0.38165  -0.167
H: 5.57126 1.09400 -0.37083  0.194
H: 4.79224 2.30567 -0.68402  0.177
C: 4.14899 1.57275 1.31665  -0.461
H: 3.15299 1.77523 1.21428  0.213
H: 4.39566 0.42010 1.63309  0.229
Cl: 5.20062 2.78796 1.80066  0.005
H: 2.90936 2.93327 -0.90195  0.195
H: 0.53122 3.52681 -1.15107  0.170
H: -1.69608 2.86501 -2.20913  0.224
H: -2.23075 1.38692 -2.39138  0.195
H: -3.16962 -0.14865 -0.53639  0.417
H: -1.25535 -1.14835 1.51901  0.251
C: -3.24236 -2.05447 1.44215  -0.246
C: -2.68021 -3.39908 1.95312  -0.627
H: -2.50687 -4.22357 1.35542  0.224
H: -3.58995 -3.97156 2.69953  0.202
H: -1.99360 -3.26161 2.95480  0.230
C: -3.84470 -1.26579 2.52996  -0.660
H: -3.15349 -1.04985 3.42779  0.223
H: -4.07471 -0.13446 2.22730  0.231
H: -4.55262 -1.67582 3.33876  0.251
H: -3.97089 -2.30962 0.63700  0.215
H: 0.14795 -5.84687 -1.40848  0.202
H: -1.41531 -5.07419 -1.23979  0.220
H: -0.58451 -5.63139 0.27658  0.220

Force components x, y, z for each atom (eV/Å):
C -0.61 -0.84 -1.96
C -4.99 -2.12 -5.07
H 0.35 -1.62 0.79
H 3.95 -0.07 1.60
O -2.33 6.17 7.19
C 5.89 -0.53 2.89
O -4.93 -1.27 -8.27
C 1.57 1.02 4.96
N 4.74 -1.40 3.66
C -2.78 3.99 -1.04
O -0.31 -3.38 -0.68
C -2.26 -6.81 5.50
N 3.75 15.21 8.19
C -4.77 -6.55 -6.45
O 4.60 0.95 5.11
C 3.14 3.17 -3.93
H -2.33 0.29 0.95
H -0.46 0.02 1.49
H 0.37 -2.60 1.67
H -2.48 -1.99 -3.19
H -2.35 0.37 0.51
C 5.40 -8.30 -9.01
C -2.49 -2.05 0.91
C 5.91 -9.22 -2.61
C 2.14 -4.66 3.67
C -7.18 0.59 -3.00
C -1.74 15.59 1.47
C -0.57 -8.01 0.35
H 1.85 3.12 -0.09
H 1.43 -7.56 -0.87
N 2.91 -4.06 -0.09
C 5.43 3.55 11.55
H -3.35 -2.27 -8.10
C -1.94 6.71 0.09
H -0.82 -2.26 -0.75
H 1.09 -2.34 -1.14
Cl 1.25 -0.44 1.11
H -1.02 -0.29 -1.96
C -6.14 -4.70 4.67
H 5.23 -2.81 0.33
H 0.21 7.69 -2.61
C 3.41 -5.49 -4.50
H -2.54 0.83 0.51
H -0.70 3.28 0.04
Cl 0.91 1.42 1.60
H -1.62 0.65 -1.01
H -2.77 12.42 1.14
H -0.56 6.12 -3.55
H 0.16 0.80 1.99
H -2.01 0.51 -2.55
H -1.62 -0.25 -1.58
C 0.37 -2.57 -0.91
C -3.08 0.01 7.48
H 1.14 -1.09 -1.64
H 1.92 1.75 -2.27
H -0.79 -0.21 -3.11
C -0.06 3.83 3.84
H 0.48 -0.22 -1.75
H -0.12 -2.64 0.50
H -0.22 0.00 -2.47
H 0.09 0.24 0.55
H -0.03 -0.81 0.24
H 1.42 0.18 0.74
H 0.86 0.94 -1.11